DFT (the ωB97M-V functional and the def2-TZVPD basis) results for a cluster of 4 separate species, C26H56O12P4S in total in a non-equilibrium geometry.

Structure (XYZ):
```
99
C26H56O12P4S (the ωB97M-V functional and the def2-TZVPD basis)
C 0.97871 0.75529 -2.71618
C -0.41965 1.32717 -2.56859
O -1.05671 1.51500 -3.82102
P -1.33570 0.19136 -4.76214
O -2.54627 -0.26123 -3.90937
O -2.31623 0.85728 -5.93520
C -3.54329 0.19555 -6.24018
C -4.69567 0.87067 -5.51466
O 0.01685 0.69703 -5.71492
C 0.07326 1.96904 -6.37566
C 0.32731 3.18373 -5.48945
H 0.94495 -0.26016 -3.12891
H 1.48727 0.71636 -1.74581
H 1.58452 1.35133 -3.39534
H -1.03640 0.68746 -1.93231
H -0.35798 2.31016 -2.09115
H -3.48586 -0.86974 -5.99284
H -3.70269 0.25424 -7.32248
H -4.45702 1.12180 -4.47863
H -5.59098 0.24012 -5.52697
H -4.93845 1.81904 -6.00727
H -0.80865 2.13720 -6.99872
H 0.91661 1.89740 -7.07034
H -0.55987 3.46526 -4.91447
H 0.58099 4.05712 -6.09932
H 1.14502 3.01078 -4.78541
C -0.81207 -1.20546 1.63602
C -0.32843 -1.33297 3.06923
O 0.96397 -0.77910 3.24992
P 1.16971 0.83192 2.97095
O 0.51487 1.23177 4.31588
O 2.71037 1.04715 3.57180
C 2.92857 2.11346 4.49480
C 2.92025 1.58215 5.91882
O 1.90136 0.38516 1.46828
C 3.06692 -0.44692 1.38540
C 2.85963 -1.93414 1.65111
H -0.95597 -0.15302 1.36347
H -1.76462 -1.73050 1.49895
H -0.09118 -1.61716 0.93293
H -1.03221 -0.86267 3.76059
H -0.26130 -2.39301 3.33349
H 2.18484 2.90603 4.36066
H 3.90312 2.56229 4.27335
H 2.11803 0.86303 6.09960
H 2.83053 2.39923 6.64246
H 3.85584 1.04815 6.12014
H 3.87861 -0.06408 2.00896
H 3.41771 -0.35196 0.35251
H 2.72255 -2.14584 2.71570
H 3.74078 -2.50561 1.34110
H 1.99262 -2.32714 1.11439
C -8.65649 0.99664 6.06249
C -7.29292 1.37418 6.61237
O -6.23627 0.76607 5.88891
P -6.06652 1.13842 4.29264
O -5.42675 2.51507 4.59769
O -4.58684 0.43764 3.97574
C -3.59481 1.22895 3.32284
C -2.61829 1.78976 4.34365
O -6.78133 -0.39970 3.95181
C -6.21395 -1.63934 4.39805
C -6.37580 -1.96601 5.87875
H -8.79339 1.39269 5.04906
H -9.45592 1.39384 6.69883
H -8.77633 -0.08269 5.99769
H -7.16185 2.45920 6.61630
H -7.21313 1.02617 7.64705
H -4.05669 2.02736 2.73247
H -3.06020 0.58825 2.61295
H -3.11256 2.17007 5.24055
H -2.01246 2.59161 3.90851
H -1.94266 0.99689 4.68408
H -5.16440 -1.72830 4.10688
H -6.74287 -2.41795 3.83862
H -5.70242 -1.37413 6.50580
H -6.12270 -3.01405 6.07020
H -7.39795 -1.79375 6.22482
C 9.35946 -0.05174 -3.99273
C 8.33270 -1.34121 -4.17012
C 8.71460 -2.90679 -3.86371
C 7.65622 -4.17235 -4.02377
C 6.12478 -3.78442 -4.49032
C 5.74153 -2.21356 -4.79958
C 4.15654 -1.91475 -5.24010
P 3.13862 -2.21630 -3.60819
S 4.10931 -0.86388 -2.19029
C 6.78834 -0.95722 -4.66350
H 9.99904 0.12591 -4.96067
H 8.68793 0.91474 -3.84362
H 9.98146 -0.24444 -3.02044
H 9.81942 -3.15232 -3.50232
H 7.92746 -5.30318 -3.83762
H 5.30188 -4.61110 -4.60462
H 3.82908 -2.61533 -6.11825
H 4.07011 -0.76145 -5.53625
H 3.33923 -3.55398 -3.11272
H 5.41637 -1.35122 -1.91304
H 6.43292 0.13768 -4.88001
```

HOMO-LUMO gap in eV: 6.11
LUMO in eV: -2.1
Energy in Ha: -3690.22020
HOMO energy in eV: -8.209
SMILES: CCOP(=O)(OCC)OCC.CCOP(=O)(OCC)OCC.CCOP(=O)(OCC)OCC.Cc1cccc(CPS)c1

How positive or negative is each atom? The Mulliken charges in e answer that:
1 C -0.54
2 C -0.48
3 O -0.25
4 P 1.02
5 O -0.72
6 O -0.35
7 C -0.38
8 C -1.08
9 O -0.41
10 C -0.12
11 C -0.98
12 H 0.16
13 H 0.21
14 H 0.24
15 H 0.31
16 H 0.32
17 H 0.33
18 H 0.36
19 H 0.29
20 H 0.34
21 H 0.30
22 H 0.26
23 H 0.32
24 H 0.25
25 H 0.44
26 H 0.17
27 C -1.03
28 C -0.12
29 O -0.28
30 P 1.03
31 O -0.68
32 O -0.40
33 C -0.36
34 C -1.10
35 O -0.34
36 C 0.47
37 C -1.07
38 H 0.24
39 H 0.50
40 H 0.16
41 H 0.12
42 H 0.29
43 H 0.31
44 H 0.36
45 H 0.28
46 H 0.34
47 H 0.32
48 H 0.25
49 H -0.16
50 H 0.31
51 H 0.44
52 H 0.16
53 C -0.95
54 C -0.35
55 O -0.24
56 P 1.02
57 O -0.70
58 O -0.31
59 C -0.31
60 C -0.76
61 O -0.49
62 C -0.06
63 C -0.94
64 H 0.32
65 H 0.39
66 H 0.16
67 H 0.29
68 H 0.29
69 H 0.40
70 H 0.18
71 H 0.38
72 H 0.27
73 H 0.11
74 H 0.19
75 H 0.31
76 H 0.24
77 H 0.42
78 H 0.17
79 C -0.90
80 C 0.51
81 C -0.42
82 C -0.45
83 C -0.41
84 C 0.39
85 C -0.71
86 P 0.02
87 S -0.31
88 C -0.46
89 H 0.26
90 H 0.27
91 H 0.29
92 H 0.25
93 H 0.29
94 H 0.29
95 H 0.40
96 H 0.25
97 H 0.10
98 H 0.17
99 H 0.15